Record 1
C4H9NO | ωB97M-V with the def2-TZVPD basis set

Last column: natural (NBO) charge in e.
Geometry (Å):
C 0.268567 1.384907 -1.458671  -0.053
N 0.899147 1.091890 -2.498518  -0.392
C 0.469373 1.587556 -3.767256  -0.446
H 0.539470 1.164395 -0.434017  0.180
H -0.623576 2.042299 -1.525946  0.119
H 1.344020 1.985009 -4.303655  0.205
H -0.208807 2.445786 -3.689909  0.174
H 0.180546 0.750020 -4.401224  0.213
C -0.450188 -2.527483 2.255334  -0.736
C -0.326373 -1.246772 3.019582  0.458
O -0.675788 -0.153159 2.701391  -0.516
H -1.460138 -2.911432 2.401461  0.251
H 0.386633 -3.155757 2.533111  0.230
H -0.519948 -2.255506 1.191043  0.234
H 0.001941 -1.483113 4.062060  0.080

Force components x, y, z for each atom (eV/Å):
C -1.1770 1.4567 -0.2293
N 0.9238 -0.8420 0.6170
C 0.8797 0.5623 -0.5009
H 0.4506 -0.6400 -0.1155
H 0.1071 -0.1702 0.0360
H 0.0113 -0.0728 0.2794
H -0.5671 -0.4438 -0.1462
H -0.6384 0.1373 0.0854
C -0.4155 1.4514 -1.5208
C -0.4926 -1.2829 1.4903
O 0.0682 0.6138 -0.5461
H 0.2057 -0.4917 0.7252
H -0.2680 -0.5368 -0.2137
H 0.6554 -0.3396 0.0626
H 0.2569 0.5983 -0.0235

As for the electronic energy: -287.73638 hartree. As for the SMILES: C=NC.CC=O. The orbital gap comes out at 0.3828 Ha. Its spin multiplicity is 1. The HOMO energy is -0.346 Ha. The charge is 0. The calculation puts the energy above the lowest of the compared OMol25 structures with the same formula, charge and spin at 2.614 eV.

Record 2
H18O9 | ωB97M-V with the def2-TZVPD basis set

Last column: natural (NBO) charge in e.
Geometry (Å):
O 0.734955 1.711388 -1.891143  -0.959
H 1.671257 1.728241 -2.109589  0.489
H 0.285486 1.690940 -2.739924  0.491
O -2.849189 -1.614398 0.619292  -0.962
H -3.128343 -0.726305 0.862108  0.504
H -3.517690 -2.194359 0.991794  0.490
O 1.377776 1.872765 2.170395  -0.956
H 1.609819 0.962754 2.372015  0.493
H 2.173070 2.377814 2.360332  0.480
O 0.209679 3.466918 0.271029  -0.986
H 0.373565 2.901122 -0.490243  0.479
H 0.489024 2.937011 1.027772  0.479
O -1.212316 -1.966223 -1.468398  -0.988
H -1.848123 -1.885674 -0.736697  0.503
H -1.689557 -1.654774 -2.240760  0.474
O 2.419608 -1.950146 1.041537  -0.956
H 2.808410 -1.420062 1.739774  0.449
H 1.805415 -1.354244 0.590793  0.490
O 0.240470 -0.315420 0.250742  -0.990
H 0.568048 0.290226 -0.421463  0.487
H -0.470153 -0.806328 -0.181907  0.495
O -1.843748 1.454111 1.967387  -0.962
H -1.755031 2.195284 2.570271  0.472
H -1.106428 1.548425 1.358326  0.486
O 1.066811 -3.429950 -2.625282  -0.946
H 0.956044 -2.854124 -3.384215  0.454
H 0.631141 -2.964987 -1.903944  0.489

Force components x, y, z for each atom (eV/Å):
O 0.1712 -0.1776 -0.0953
H 0.1484 0.0452 -0.0098
H -0.1564 0.0081 -0.0499
O -0.2565 0.0642 0.1001
H 0.1940 0.2774 0.1564
H 0.0256 -0.1678 -0.0010
O 0.3047 0.0012 0.2706
H -0.2691 -0.2126 -0.0776
H 0.0683 0.1170 0.0379
O -0.2161 0.2639 0.1029
H -0.0310 0.0163 -0.1161
H 0.1062 -0.0063 -0.0910
O 0.0958 0.1133 -0.1510
H -0.3519 -0.2993 0.0701
H -0.0232 -0.0349 -0.1134
O 0.2935 -0.0754 -0.0350
H 0.0755 -0.0392 0.0787
H -0.3648 -0.0148 0.0939
O 0.2226 0.3043 0.4286
H -0.1652 0.1440 -0.2605
H 0.2878 -0.0552 -0.2031
O -0.3099 -0.2177 0.0294
H -0.0120 0.0930 0.0110
H 0.1507 -0.0778 -0.1004
O 0.2305 -0.1048 -0.0741
H -0.0092 0.0300 -0.0623
H -0.2096 0.0054 0.0611

As for the electronic energy: -687.95469 hartree. As for the SMILES: O.O.O.O.O.O.O.O.O. The orbital gap comes out at 0.3922 Ha. Its spin multiplicity is 1. The HOMO energy is -0.393 Ha. The charge is 0. The calculation puts the energy above the lowest of the compared OMol25 structures with the same formula, charge and spin at 1.935 eV.

Record 3
C8H8O2 | ωB97M-V with the def2-TZVPD basis set

Last column: natural (NBO) charge in e.
Geometry (Å):
C 1.186485 -2.266932 -0.031274  -0.638
C 0.827703 -0.845071 -0.044269  -0.060
C 1.708811 0.204944 0.286067  -0.177
C 1.455364 1.537901 0.213558  -0.239
C 0.109363 1.888110 0.017236  -0.183
C -0.858353 0.952625 -0.140527  -0.120
C -0.490607 -0.416581 -0.093319  0.283
O -1.662778 -1.341201 -0.183935  -0.245
O -2.744474 -0.448237 0.059586  -0.255
C -2.339316 0.882692 -0.182598  -0.102
H 0.179297 -2.638816 0.139897  0.237
H 1.573173 -2.544236 -1.083556  0.231
H 1.807914 -2.395929 0.816587  0.227
H 2.781465 -0.157495 0.357441  0.203
H 2.321785 2.131180 0.392759  0.229
H -0.302596 2.922035 0.051307  0.215
H -2.827195 1.460925 0.589802  0.207
H -2.726039 1.074084 -1.164767  0.187

Force components x, y, z for each atom (eV/Å):
C -1.0621 0.3177 -2.1821
C -1.1891 2.3141 1.1090
C 2.4613 -2.3594 -1.5232
C -1.1140 -0.6364 0.3432
C -0.5506 2.6655 0.1481
C 0.1546 -3.7715 0.7585
C -1.0014 -0.9915 -0.8671
O 3.0953 2.2005 -0.1637
O -0.5190 -0.6332 0.9397
C -0.5746 0.6252 -0.4155
H 0.4024 -1.4592 -0.0403
H -0.3170 -0.0601 1.9893
H 0.9625 -0.8866 0.3882
H -1.1943 0.7032 0.2522
H -0.1225 1.1328 0.0026
H 0.9612 -0.5296 -0.0953
H -0.1943 0.4185 0.0121
H -0.1985 0.9500 -0.6557

As for the electronic energy: -459.97523 hartree. As for the SMILES: Cc1cccc2c1OOC2. The orbital gap comes out at 0.3501 Ha. Its spin multiplicity is 1. The HOMO energy is -0.317 Ha. The charge is 0. The calculation puts the energy above the lowest of the compared OMol25 structures with the same formula, charge and spin at 2.928 eV.

Record 4
C2H10NS2 | ωB97M-V with the def2-TZVPD basis set

Last column: natural (NBO) charge in e.
Geometry (Å):
C -1.772116 1.556416 0.466689  -0.418
N -1.839740 0.689129 -0.761051  -0.704
H -2.747229 1.987434 0.660507  0.238
H -0.968124 2.275283 0.314307  0.239
H -1.525121 0.924035 1.303057  0.239
H -2.602661 0.013166 -0.730356  0.440
H -1.777878 1.197590 -1.639467  0.443
H -1.006787 0.050880 -0.742132  0.447
C 2.696930 -1.066184 0.896356  -0.730
S 0.901410 -1.189680 0.577475  0.063
S 0.795707 -0.938244 -1.474097  -0.152
H 2.885366 -0.489501 1.800242  0.244
H 3.002388 -2.087452 1.114300  0.236
H 3.226271 -0.691981 0.026348  0.248
H 0.731590 -2.230887 -1.812171  0.164

Force components x, y, z for each atom (eV/Å):
C -0.1563 -0.0690 -0.2356
N 0.9379 -0.8663 0.9390
H 0.0751 0.3749 -0.2051
H -0.3130 0.0943 0.0685
H 0.1781 -0.2688 0.1731
H -0.4345 0.4446 -0.2772
H -0.4154 0.0238 -0.0593
H -0.1440 0.4125 -0.3853
C -0.1792 -0.7933 0.3615
S 0.1824 0.4502 -0.1950
S 0.2718 -0.1576 0.2941
H -0.1536 0.2894 -0.2162
H 0.2719 0.0228 -0.1635
H -0.0701 0.1677 0.0713
H -0.0511 -0.1254 -0.1704

As for the electronic energy: -933.07227 hartree. The orbital gap comes out at 0.3531 Ha. Its spin multiplicity is 1. The HOMO energy is -0.478 Ha. The charge is +1. The calculation puts the energy above the lowest of the compared OMol25 structures with the same formula, charge and spin at 0.325 eV.

Record 5
C2H5N | ωB97M-V with the def2-TZVPD basis set

Last column: natural (NBO) charge in e.
Geometry (Å):
C -0.268800 0.602152 0.992449  -0.545
C -0.256646 0.234938 -0.285875  0.015
N 0.406319 -0.852223 -0.808620  -0.822
H 0.252611 0.102159 1.805940  0.190
H -0.848573 1.456363 1.336822  0.204
H -0.809299 0.804693 -1.019638  0.190
H 1.006635 -1.400097 -0.221714  0.383
H 0.517752 -0.947986 -1.799364  0.386

Force components x, y, z for each atom (eV/Å):
C -0.2823 0.4657 0.7420
C 0.2649 -0.1039 0.1316
N -0.1764 -0.0974 -0.0832
H 0.0978 -0.2212 -0.3960
H 0.0574 -0.1503 -0.3899
H -0.0676 0.0407 -0.0514
H 0.0673 0.0319 -0.0113
H 0.0388 0.0346 0.0582

As for the electronic energy: -133.93188 hartree. As for the SMILES: C=CN. The orbital gap comes out at 0.3416 Ha. Its spin multiplicity is 1. The HOMO energy is -0.297 Ha. The charge is 0. The calculation puts the energy above the lowest of the compared OMol25 structures with the same formula, charge and spin at 0.042 eV.

Record 6
C51H54AsN3P2Rb | ωB97M-V with the def2-TZVPD basis set

Last column: Mulliken charge in e.
Geometry (Å):
Rb -0.926495 0.231812 0.135600  0.299
C -3.335046 3.237272 -0.239301  -1.207
C -2.263935 3.576193 0.799961  0.011
N -0.902671 3.225145 0.387205  0.781
C -0.411326 3.946379 -0.790215  -1.106
C 0.160479 3.034228 -1.872496  -0.456
N -0.728331 1.937277 -2.265251  0.969
C -2.017227 2.338181 -2.838349  -0.690
C -3.223436 1.676850 -2.171134  -0.680
N -3.287313 1.847013 -0.713318  0.215
H -3.258208 3.917379 -1.089450  0.304
H -4.305826 3.455636 0.215043  0.562
H -2.475301 3.024703 1.720264  -0.207
H -2.362267 4.647143 1.033205  0.348
H -0.289461 3.401606 1.175414  -0.425
H 0.372488 4.658525 -0.513576  0.520
H -1.216525 4.554363 -1.208320  0.298
H 1.079708 2.575502 -1.490467  0.061
H 0.448528 3.664641 -2.726605  0.437
H -0.232687 1.363144 -2.937315  -0.778
H -2.058749 2.078551 -3.900621  0.459
H -2.115585 3.425069 -2.802769  0.354
H -3.178404 0.600985 -2.369517  0.070
H -4.127458 2.054575 -2.671127  0.346
H -4.117169 1.363331 -0.395156  0.277
C 1.647136 -0.770342 4.633624  -0.566
C 1.644427 -2.007728 3.724322  -1.400
P 1.312019 -1.592065 1.958146  0.912
C 2.757813 -0.549085 1.538197  1.060
C 2.535212 0.585432 0.758857  0.914
C 3.576901 1.424125 0.387347  -0.827
C 4.865862 1.141236 0.812649  -0.929
C 5.105832 0.021195 1.600707  -0.813
C 4.061452 -0.817338 1.956888  0.037
C 1.596554 -3.116133 1.015966  1.530
C 2.495543 -3.210677 0.030415  -1.783
C 2.342634 -4.189633 -1.085912  -0.589
C 1.280310 -5.301965 -0.914574  0.019
C 0.359191 -5.100173 0.244085  -1.448
C 0.495779 -4.097213 1.108863  -0.935
C 0.290627 -0.093817 4.862662  -1.297
P -0.469115 0.929522 3.502927  1.372
C 0.303817 2.580746 3.695936  0.148
C -0.432925 3.739951 3.936290  -0.383
C 0.177226 4.987982 3.911742  -0.745
C 1.532938 5.100200 3.644623  -0.684
C 2.275541 3.955352 3.386964  -0.876
C 1.663803 2.712038 3.397342  0.213
C -2.137349 1.172892 4.210776  0.124
C -2.370492 1.571434 5.527966  0.030
C -3.663801 1.719201 6.001737  -0.757
C -4.745992 1.464239 5.167933  -0.594
C -4.531211 1.054738 3.861125  -0.698
C -3.232364 0.905496 3.394280  -0.338
H 2.383809 -0.051916 4.267920  0.155
H 2.017495 -1.082318 5.613126  0.529
H 0.867686 -2.705355 4.051554  0.649
H 2.595918 -2.535785 3.809976  0.575
H 1.526009 0.827048 0.443881  -1.299
H 3.381758 2.298634 -0.220798  0.618
H 5.684844 1.792316 0.535688  0.441
H 6.111267 -0.199747 1.934650  0.418
H 4.267761 -1.694365 2.559047  0.456
H 3.282149 -2.469857 -0.070504  0.307
H 3.311048 -4.585884 -1.394600  0.630
H 1.686065 -6.316208 -0.903336  0.497
H -0.449044 -5.814984 0.362459  0.440
H -0.212356 -3.991749 1.924759  0.361
H 0.346477 0.533955 5.754580  0.503
H -0.459618 -0.863980 5.069687  0.562
H -1.493201 3.677355 4.143918  0.372
H -0.412170 5.874705 4.107506  0.440
H 2.006613 6.072900 3.629752  0.406
H 3.332633 4.029761 3.165413  0.468
H 2.255547 1.840158 3.147571  -0.030
H -1.537780 1.787613 6.187101  0.340
H -3.830444 2.035511 7.023142  0.420
H -5.754955 1.576960 5.542364  0.403
H -5.371786 0.842294 3.213026  0.444
H -3.058364 0.576926 2.373553  0.343
C 1.624851 -5.719352 -4.414352  -0.670
C 0.802195 -5.911361 -3.387065  -1.015
C 0.643898 -4.917530 -2.280780  0.687
C 1.576507 -3.665853 -2.365341  1.366
C 2.423196 -3.558551 -3.589031  -1.107
C 2.446480 -4.510692 -4.519688  -0.614
As 0.629656 -1.920085 -2.000233  0.905
C -1.154382 -2.182231 -2.723741  -0.166
C -2.214198 -2.842651 -2.114040  -0.217
C -3.463944 -2.845043 -2.721189  -0.856
C -3.655960 -2.170405 -3.920532  -1.014
C -2.610582 -1.479192 -4.515470  -0.229
C -1.354888 -1.476935 -3.917166  0.504
C -0.171882 -0.732478 -4.397571  -0.594
C -0.135091 0.093546 -5.517939  -0.493
C 1.021621 0.798192 -5.816180  -0.840
C 2.140945 0.696664 -4.997764  -0.953
C 2.109995 -0.117652 -3.874230  -0.191
C 0.964089 -0.845894 -3.585041  0.327
H 1.700824 -6.460186 -5.199540  0.391
H 0.193087 -6.807030 -3.328554  0.478
H -0.419234 -4.682044 -2.183464  -0.212
H 3.065935 -2.691971 -3.688189  0.476
H 3.098376 -4.408397 -5.378033  0.468
H -2.068819 -3.361689 -1.171968  0.510
H -4.287893 -3.374555 -2.260659  0.486
H -4.629701 -2.177265 -4.392611  0.399
H -2.779087 -0.945527 -5.442383  0.415
H -1.001949 0.191171 -6.159445  0.440
H 1.049308 1.437014 -6.689191  0.434
H 3.035167 1.258178 -5.235117  0.437
H 2.979015 -0.179339 -3.228555  0.541

Force components x, y, z for each atom (eV/Å):
Rb -0.4636 -0.0407 0.0090
C -0.0079 -0.0154 0.0212
C 0.0035 -0.0541 -0.0985
N 0.0244 0.0186 0.0084
C -0.0293 0.0488 0.0151
C 0.0223 -0.0679 0.0282
N -0.0204 0.0267 -0.0203
C 0.0279 0.0026 0.0185
C 0.0640 -0.0158 -0.0437
N 0.0057 0.0406 0.0204
H 0.0100 0.0073 -0.0044
H 0.0126 0.0079 0.0101
H -0.0009 0.0195 -0.0011
H -0.0173 -0.0090 0.0314
H 0.0120 -0.0172 -0.0060
H 0.0032 -0.0071 -0.0121
H -0.0021 -0.0021 -0.0019
H 0.0015 0.0101 -0.0338
H 0.0122 0.0115 0.0120
H -0.0014 -0.0191 -0.0011
H -0.0207 -0.0047 -0.0096
H -0.0107 0.0015 0.0053
H -0.0082 -0.0133 -0.0041
H 0.0245 0.0208 -0.0138
H 0.0099 0.0019 0.0315
C 0.0636 0.0269 -0.0094
C -0.0523 0.0435 0.0087
P 0.1350 0.0057 -0.0306
C -0.0249 0.0642 -0.0027
C -0.0487 -0.0681 -0.0676
C 0.0531 -0.0214 0.0498
C 0.0187 0.0065 0.0060
C -0.0012 0.0178 -0.0111
C -0.0222 -0.0557 0.0114
C 0.0594 -0.0129 -0.0213
C -0.0326 0.0431 0.0159
C 0.0701 0.0554 0.0246
C 0.0106 -0.0993 -0.0105
C -0.0293 -0.0059 0.0179
C -0.0019 -0.0204 -0.0197
C -0.0826 0.0343 0.0128
P 0.0368 -0.0067 0.0761
C 0.0020 -0.0188 -0.1100
C -0.0326 0.0229 0.0526
C -0.0062 0.0109 0.0048
C 0.0023 0.0089 -0.0243
C 0.0060 0.0228 0.0003
C 0.0283 -0.0239 0.0228
C 0.0115 -0.0669 0.0970
C 0.0099 0.0619 -0.0010
C -0.0005 -0.0005 0.0135
C -0.0170 -0.0193 -0.0247
C -0.0175 -0.0192 0.0596
C 0.0467 0.0185 -0.1062
H 0.0018 0.0384 -0.0130
H -0.0178 -0.0243 -0.0046
H 0.0006 -0.0053 -0.0211
H 0.0060 0.0130 0.0222
H 0.2369 0.0662 0.0115
H 0.0005 0.0067 0.0058
H -0.0001 -0.0031 -0.0023
H -0.0004 0.0008 -0.0013
H -0.0055 0.0041 0.0002
H 0.0020 -0.0010 0.0106
H -0.0187 -0.0189 -0.0137
H -0.0033 0.0057 0.0130
H -0.0051 0.0066 0.0085
H 0.0000 -0.0078 0.0044
H 0.0315 -0.0328 0.0089
H -0.0064 0.0086 0.0063
H -0.0091 -0.0095 0.0151
H -0.0021 -0.0023 -0.0008
H 0.0039 -0.0011 0.0067
H 0.0023 -0.0017 0.0001
H -0.0056 -0.0309 0.0318
H 0.0027 -0.0035 -0.0164
H -0.0019 -0.0046 0.0002
H 0.0016 0.0108 -0.0066
H 0.0029 0.0034 -0.0026
H -0.0784 0.0231 0.0362
C -0.0413 -0.0237 0.0403
C 0.0184 -0.0170 -0.0330
C -0.0501 0.0377 -0.0241
C -0.0457 0.0374 -0.0336
C 0.0237 -0.0276 -0.0191
C 0.0312 0.0362 -0.0026
As 0.0243 -0.0158 -0.0912
C -0.0046 0.0095 0.0394
C 0.0257 -0.0111 -0.0110
C -0.0131 -0.0210 0.0236
C -0.0061 0.0214 -0.0245
C 0.0120 -0.0231 0.0311
C 0.0870 0.0563 -0.0316
C -0.0212 -0.0192 -0.0107
C 0.0190 -0.0214 0.0309
C -0.0126 0.0190 -0.0145
C 0.0180 0.0494 -0.0151
C -0.0129 -0.0404 0.0060
C -0.0434 -0.0418 0.0349
H -0.0081 -0.0084 0.0052
H 0.0025 -0.0010 -0.0016
H 0.0170 -0.0035 0.0042
H 0.0099 0.0051 -0.0073
H -0.0003 0.0151 0.0029
H 0.0003 0.0010 -0.0026
H -0.0011 0.0015 -0.0017
H -0.0019 -0.0049 0.0062
H -0.0047 0.0005 -0.0015
H -0.0062 0.0020 0.0042
H 0.0076 -0.0058 -0.0014
H -0.0013 -0.0050 0.0018
H 0.0042 0.0026 0.0015

As for the electronic energy: -5082.43061 hartree. The orbital gap comes out at 0.2933 Ha. Its spin multiplicity is 1. The HOMO energy is -0.362 Ha. The charge is +1. The calculation puts the energy above the lowest of the compared OMol25 structures with the same formula, charge and spin at 0.000 eV.

- The lowest orbital gap belongs to which entry?
  C51H54AsN3P2Rb